No. 1
Computed, not measured: a structure of composition C25H28F5O3Sn at a distorted geometry, with wB97M-V/def2-TZVPD.

XYZ file:
```
62
Properties=species:S:1:pos:R:3
O -0.37 0.78 -3.57
C 0.32 -0.32 -4.28
C -0.12 0.06 -5.68
H -0.12 -1.28 -3.98
H 1.41 -0.33 -4.14
C -0.93 1.11 -4.89
H -0.73 -0.75 -6.12
H 0.68 0.43 -6.32
C -2.39 0.72 -5.03
H -2.49 -0.35 -4.82
H -2.69 0.88 -6.07
H -3.05 1.28 -4.37
C -0.66 2.55 -5.30
H 0.40 2.79 -5.24
H -1.21 3.24 -4.66
H -0.98 2.72 -6.33
Sn -0.27 1.44 1.75
C 1.31 2.82 3.14
C 1.76 1.47 3.10
C 2.10 1.13 1.75
H 1.86 0.81 3.96
C 1.81 2.29 0.93
C 1.40 3.35 1.81
H 1.25 4.40 1.54
H 1.06 3.37 4.05
H 2.60 0.22 1.42
H 1.94 2.36 -0.14
C -2.34 1.38 2.91
C -2.53 2.38 1.89
C -2.44 1.73 0.62
H -2.79 3.41 2.08
C -2.25 0.33 0.85
C -2.19 0.12 2.26
H -2.09 -0.84 2.75
H -2.38 1.55 3.98
H -2.56 2.22 -0.34
H -2.29 -0.45 0.08
O -0.21 -2.05 -1.93
C 0.20 -0.83 -1.21
C 1.72 -0.66 -1.46
H 0.02 -0.98 -0.12
H -0.39 0.07 -1.51
C 2.19 -2.11 -1.53
H 2.22 -0.06 -0.68
H 1.85 -0.12 -2.40
C 0.93 -2.95 -1.89
H 2.54 -2.41 -0.53
H 3.04 -2.26 -2.22
H 0.76 -3.75 -1.12
H 1.01 -3.46 -2.88
F 0.40 -3.55 7.42
C 0.40 -2.93 6.22
C 0.62 -3.65 5.04
F 0.85 -4.97 5.12
C 0.57 -3.01 3.82
F 0.69 -3.71 2.68
C 0.36 -1.61 3.71
O 0.32 -1.05 2.58
C 0.13 -0.92 4.94
F -0.18 0.41 4.91
C 0.12 -1.56 6.16
F -0.22 -0.89 7.29
```

Values from the calculation:
- electronic energy (eV) = -51925.2548
- HOMO-LUMO gap (alpha / beta) (hartree) = 0.1285 / 0.1285
- energy relative to the best compared isomer or geometry (same formula, charge and spin) (kcal per mole) = 53.62
- E_HOMO (alpha / beta) (Eh) = -0.3920 / -0.3919
- LUMO (alpha / beta) (eV) = -7.2 / -7.2
- total charge = +1

=====

No. 2
Computed, not measured: a structure of composition C25H28F7INO23 at a distorted geometry, with wB97M-V/def2-TZVPD.

XYZ file:
```
85
Properties=species:S:1:pos:R:3
O 3.41 -0.50 -2.52
C 3.27 -0.75 -3.72
O 4.20 -0.37 -4.64
C 2.10 -1.44 -4.35
C 1.17 -0.37 -4.99
C 0.24 0.29 -3.96
N -0.63 1.32 -4.47
I 0.54 2.96 -4.97
H 4.69 0.39 -4.31
H 1.59 -2.02 -3.60
H 2.50 -2.07 -5.15
H 0.52 -0.86 -5.71
H 1.79 0.36 -5.50
H 0.83 0.58 -3.06
H -0.44 -0.50 -3.63
C 3.93 -1.95 -0.02
C 3.02 -2.74 0.88
O 3.92 -3.64 1.53
C 5.14 -3.04 1.56
O 6.05 -3.40 2.23
O 5.17 -1.98 0.73
F 2.10 -3.47 0.20
H 4.07 -2.44 -0.98
H 3.60 -0.93 -0.19
H 2.50 -2.15 1.64
C -0.93 2.64 -1.42
C -1.84 1.57 -0.86
O -0.93 0.55 -0.49
C 0.25 1.14 -0.21
O 1.13 0.62 0.40
O 0.27 2.41 -0.64
F -2.72 1.08 -1.76
H -0.72 2.51 -2.49
H -1.30 3.65 -1.25
H -2.39 1.88 0.03
C 7.86 -1.25 -6.83
C 7.49 -1.06 -8.28
O 6.25 -0.39 -8.19
C 6.23 0.31 -7.02
O 5.45 1.14 -6.74
O 7.25 -0.12 -6.22
F 7.32 -2.24 -8.93
H 7.43 -2.16 -6.43
H 8.94 -1.24 -6.65
H 8.19 -0.44 -8.85
C -0.94 1.59 3.20
C -1.61 1.18 4.49
O -2.97 1.54 4.26
C -3.18 1.48 2.92
O -4.25 1.48 2.41
O -2.01 1.41 2.26
F -1.15 1.86 5.57
H -0.62 2.64 3.22
H -0.09 0.97 2.94
H -1.57 0.11 4.71
C -5.58 -1.05 1.01
C -6.52 -0.63 -0.10
O -7.24 -1.83 -0.36
C -7.27 -2.55 0.79
O -8.00 -3.46 1.00
O -6.37 -2.06 1.67
F -5.87 -0.25 -1.22
H -4.66 -1.48 0.62
H -5.34 -0.24 1.69
H -7.23 0.16 0.17
C -5.44 -5.25 4.41
C -5.10 -4.05 5.27
O -4.13 -3.39 4.49
C -4.37 -3.69 3.17
O -3.92 -3.11 2.25
O -5.22 -4.74 3.09
F -4.56 -4.41 6.46
H -4.76 -6.08 4.60
H -6.47 -5.59 4.52
H -5.94 -3.38 5.45
C 0.83 6.98 5.50
C -0.23 6.17 6.22
O -0.46 5.11 5.32
C 0.68 4.92 4.60
O 0.91 3.97 3.93
O 1.51 5.97 4.75
F -1.38 6.86 6.41
H 0.37 7.69 4.82
H 1.51 7.50 6.17
H 0.09 5.76 7.18
```

Values from the calculation:
- electronic energy (eV) = -102086.2359
- HOMO-LUMO gap (hartree) = 0.1685
- E_HOMO (Eh) = -0.1053
- LUMO (eV) = 1.7
- total charge = -1

=====

No. 3
Computed, not measured: a structure of composition C25H28IrN2OP2S at a distorted geometry, with wB97M-V/def2-TZVPD.

XYZ file:
```
60
Properties=species:S:1:pos:R:3
Ir 0.15 -0.24 0.44
C 3.50 -0.15 -0.52
P 2.38 -0.12 0.92
C 3.11 -1.35 2.04
C 2.74 1.51 1.67
C 3.92 1.78 2.35
C 4.11 3.01 2.97
C 3.12 3.97 2.91
C 1.94 3.71 2.23
C 1.75 2.49 1.60
P 0.21 2.01 0.76
C -1.14 2.95 1.50
C 0.36 2.74 -0.90
H 4.52 -0.02 -0.17
H 3.26 0.66 -1.21
H 3.41 -1.09 -1.05
H 4.17 -1.19 2.19
H 2.96 -2.34 1.60
H 2.58 -1.33 2.99
H 4.70 1.02 2.43
H 5.03 3.20 3.51
H 3.26 4.92 3.40
H 1.16 4.47 2.21
H -0.98 4.02 1.37
H -1.23 2.70 2.56
H -2.06 2.66 1.00
H 0.62 3.79 -0.82
H -0.59 2.64 -1.42
H 1.12 2.23 -1.49
O -1.70 -0.04 -0.30
C -2.68 -0.94 -0.26
C -4.00 -0.47 -0.22
C -5.06 -1.35 -0.15
C -4.84 -2.73 -0.10
C -3.55 -3.20 -0.17
C -2.46 -2.33 -0.27
C -1.12 -2.84 -0.43
N 0.03 -2.15 -0.37
C 1.06 -3.05 -0.62
C 0.53 -4.27 -0.85
N -0.83 -4.13 -0.73
H -4.16 0.60 -0.24
H -6.07 -0.96 -0.11
H -5.67 -3.41 -0.01
H -3.38 -4.27 -0.11
H 2.08 -2.74 -0.66
H 1.00 -5.21 -1.10
H -1.51 -4.85 -0.87
S -0.71 -1.19 2.34
C -0.44 -0.39 3.89
C -1.34 -0.74 4.90
C -1.20 -0.21 6.17
C -0.17 0.69 6.45
C 0.71 1.04 5.45
C 0.58 0.50 4.17
H -2.15 -1.43 4.69
H -1.90 -0.49 6.95
H -0.07 1.10 7.45
H 1.51 1.74 5.65
H 1.27 0.78 3.40
```

Values from the calculation:
- electronic energy (eV) = -63657.1456
- HOMO-LUMO gap (alpha / beta) (hartree) = 0.2311 / 0.2311
- energy relative to the best compared isomer or geometry (same formula, charge and spin) (kcal per mole) = 7.70
- E_HOMO (alpha / beta) (Eh) = -0.3702 / -0.3702
- LUMO (alpha / beta) (eV) = -3.8 / -3.8
- total charge = +1

=====

No. 4
Computed, not measured: a structure of composition C25H28IrN5O4S3 at a distorted geometry, with wB97M-V/def2-TZVPD.

XYZ file:
```
66
Properties=species:S:1:pos:R:3
Ir 0.40 0.85 -0.20
C -2.06 -2.80 -1.19
C -1.79 -1.53 -0.45
O -0.67 -0.96 -0.56
N -2.77 -1.03 0.29
C -2.59 0.16 1.11
C -2.60 1.45 0.33
C -3.78 2.16 0.20
C -3.82 3.33 -0.53
C -2.65 3.77 -1.14
C -1.51 3.02 -0.98
N -1.46 1.88 -0.27
H -1.14 -3.16 -1.66
H -2.81 -2.63 -1.96
H -2.44 -3.56 -0.51
H -3.67 -1.49 0.28
H -1.66 0.04 1.65
H -3.40 0.18 1.84
H -4.66 1.79 0.70
H -4.74 3.89 -0.63
H -2.62 4.68 -1.72
H -0.59 3.37 -1.42
O 3.39 -1.61 -1.30
S 3.49 -0.99 -0.03
O 3.27 -1.68 1.19
N 2.36 0.33 -0.05
C 2.96 1.50 0.04
S 1.72 2.70 -0.01
C 4.41 1.46 0.12
C 5.31 2.51 0.21
C 6.67 2.19 0.26
C 7.09 0.86 0.22
C 6.18 -0.19 0.13
C 4.85 0.13 0.08
H 4.99 3.54 0.23
H 7.40 2.98 0.32
H 8.15 0.65 0.26
H 6.52 -1.22 0.09
C -0.56 0.83 5.66
C -0.28 0.23 4.28
S 0.05 1.52 3.07
O 0.39 0.64 1.81
C 1.64 2.15 3.62
C 2.69 1.09 3.91
H -0.72 0.00 6.35
H -1.45 1.45 5.66
H 0.28 1.41 6.03
H -1.16 -0.29 3.88
H 0.57 -0.45 4.26
H 1.40 2.77 4.49
H 1.94 2.83 2.83
H 2.54 0.62 4.88
H 3.68 1.56 3.93
H 2.70 0.31 3.14
N 1.46 3.89 -5.74
C 1.32 2.91 -5.15
C 1.16 1.70 -4.39
C 1.30 0.44 -4.96
C 1.17 -0.66 -4.14
C 0.87 -0.49 -2.80
N 0.71 0.73 -2.26
C 0.87 1.81 -3.05
H 1.53 0.34 -6.02
H 1.30 -1.66 -4.52
H 0.79 -1.34 -2.14
H 0.80 2.79 -2.60
```

Values from the calculation:
- electronic energy (eV) = -77338.6144
- spin multiplicity = 2
- HOMO-LUMO gap (alpha / beta) (hartree) = 0.3105 / 0.1952
- energy relative to the best compared isomer or geometry (same formula, charge and spin) (kcal per mole) = 5.89
- E_HOMO (alpha / beta) (Eh) = -0.6609 / -0.6567
- LUMO (alpha / beta) (eV) = -9.5 / -12.6
- total charge = +3

=====

No. 5
Computed, not measured: an isolated molecule of C25H28N2O3, with wB97M-V/def2-TZVPD.

XYZ file:
```
58
Properties=species:S:1:pos:R:3
C 8.12 -1.78 -3.25
C 7.07 -0.96 -2.57
C 5.78 -1.44 -2.42
C 4.80 -0.69 -1.81
C 5.09 0.58 -1.33
C 6.38 1.08 -1.49
C 7.36 0.32 -2.09
H 8.36 0.71 -2.20
H 6.60 2.08 -1.13
C 4.07 1.46 -0.68
O 4.13 2.67 -0.78
C 3.02 0.78 0.08
C 1.97 1.47 0.56
C 0.85 0.98 1.30
C -0.27 1.75 1.55
N -1.20 1.04 2.23
C -0.70 -0.22 2.46
C -1.28 -1.30 3.13
C -0.54 -2.46 3.25
C 0.75 -2.54 2.71
C 1.32 -1.48 2.05
C 0.59 -0.30 1.90
H 2.33 -1.56 1.66
H 1.31 -3.46 2.83
H -0.95 -3.31 3.76
H -2.26 -1.24 3.56
C -2.52 1.51 2.54
H -2.45 2.52 2.96
H -2.98 0.85 3.27
C -3.41 1.59 1.28
O -2.98 2.74 0.57
H -3.45 2.79 -0.27
C -3.32 0.30 0.44
N -4.47 -0.05 -0.36
C -5.63 -0.49 0.40
C -6.63 -1.11 -0.58
O -7.01 -0.20 -1.58
C -5.89 0.25 -2.29
C -4.87 0.92 -1.36
H -3.99 1.21 -1.94
H -5.34 1.81 -0.92
H -6.26 0.96 -3.03
H -5.40 -0.60 -2.80
H -7.55 -1.41 -0.06
H -6.17 -2.00 -1.04
H -5.32 -1.24 1.13
H -6.13 0.34 0.93
H -2.46 0.40 -0.25
H -3.12 -0.55 1.10
H -4.45 1.74 1.62
H -0.48 2.76 1.25
H 1.95 2.53 0.33
H 3.12 -0.28 0.23
H 3.79 -1.08 -1.73
H 5.53 -2.43 -2.80
H 8.10 -1.60 -4.32
H 7.95 -2.84 -3.08
H 9.12 -1.52 -2.88
```

Values from the calculation:
- electronic energy (eV) = -35501.6355
- HOMO-LUMO gap (hartree) = 0.2909
- energy relative to the best compared isomer or geometry (same formula, charge and spin) (kcal per mole) = 37.97
- E_HOMO (Eh) = -0.2855
- LUMO (eV) = 0.1

=====

No. 6
Computed, not measured: a cluster of 2 separate species, C25H28N3 in total at a distorted geometry, with wB97M-V/def2-TZVPD.

XYZ file:
```
56
Properties=species:S:1:pos:R:3
C -2.00 -2.15 2.53
N -0.63 -2.61 2.74
C -0.43 -3.75 3.64
C 0.41 -1.87 2.23
C 1.79 -2.18 2.39
C 2.30 -3.47 2.10
C 3.63 -3.77 2.31
C 4.48 -2.81 2.82
C 4.02 -1.53 3.10
C 2.70 -1.21 2.88
H -2.73 -2.83 2.97
H -2.14 -1.16 2.97
H -2.19 -2.08 1.46
H -1.36 -4.04 4.13
H -0.06 -4.60 3.07
H 0.31 -3.51 4.40
H 0.14 -0.91 1.81
H 1.65 -4.19 1.64
H 4.00 -4.74 2.05
H 5.52 -3.05 3.01
H 4.69 -0.79 3.51
H 2.33 -0.23 3.12
C -4.10 3.26 -3.06
C -2.98 4.02 -2.76
C -1.72 3.46 -2.87
C -1.56 2.15 -3.28
C -0.20 1.56 -3.46
N 0.04 0.37 -2.63
C 0.28 -0.95 -3.20
C 0.83 -1.70 -1.97
N 0.79 -0.82 -0.87
C 0.39 0.36 -1.26
C 0.29 1.53 -0.38
C 1.30 2.49 -0.36
C 1.20 3.60 0.46
C 0.09 3.76 1.26
C -0.92 2.82 1.25
C -0.82 1.71 0.43
C -2.69 1.40 -3.57
C -3.95 1.95 -3.46
H -5.08 3.70 -2.99
H -3.09 5.05 -2.46
H -0.85 4.05 -2.64
H -0.06 1.29 -4.51
H 0.57 2.31 -3.23
H -0.67 -1.36 -3.56
H 0.99 -0.88 -4.03
H 0.26 -2.61 -1.73
H 1.88 -2.00 -2.11
H 2.16 2.35 -0.99
H 1.99 4.33 0.47
H 0.01 4.63 1.91
H -1.79 2.95 1.87
H -1.61 0.99 0.40
H -2.57 0.38 -3.88
H -4.82 1.36 -3.69
```

Values from the calculation:
- electronic energy (eV) = -30842.8974
- HOMO-LUMO gap (hartree) = 0.2248
- energy relative to the best compared isomer or geometry (same formula, charge and spin) (kcal per mole) = 36.80
- E_HOMO (Eh) = -0.3800
- LUMO (eV) = -4.2
- total charge = +1

=====

No. 7
Computed, not measured: a cluster of 2 separate species, C25H29BrI2O7PS in total at a distorted geometry, with wB97M-V/def2-TZVPD.

XYZ file:
```
66
Properties=species:S:1:pos:R:3
C 1.92 2.53 0.76
C 0.45 2.40 0.19
C -0.04 1.00 -0.41
C 1.02 -0.23 -0.24
C -1.22 0.47 0.62
C -0.66 0.25 2.10
C -0.68 -1.23 2.66
C -0.41 -1.40 4.21
C -0.38 -2.83 4.86
C -0.64 -4.14 4.04
C -0.91 -3.98 2.52
C -1.20 -5.23 1.54
C -0.90 -2.55 1.89
O -2.38 1.32 0.70
S -3.27 1.30 -0.76
O -4.36 2.34 -0.62
O -3.74 -0.10 -0.93
C -2.01 1.95 -1.96
C -2.49 2.51 -3.35
I -1.96 4.67 -3.84
C -3.23 1.91 -4.40
C -3.58 2.68 -5.79
I -3.97 -0.10 -4.24
C -0.60 1.10 -1.96
Br -0.78 -0.77 -2.59
C 0.35 1.87 -2.98
C 1.88 1.48 -3.03
C 3.07 2.19 -2.34
C 4.53 1.67 -2.55
C 4.88 0.43 -3.45
C 3.70 -0.29 -4.14
C 2.26 0.23 -3.93
H 2.71 1.82 0.35
H 1.88 2.39 1.91
H 2.28 3.62 0.61
H -0.27 2.74 1.04
H 0.32 3.22 -0.61
H 1.66 -0.13 0.72
H 0.48 -1.24 -0.07
H 1.70 -0.40 -1.13
H -1.52 -0.55 0.21
H -1.33 0.89 2.80
H 0.41 0.65 2.27
H -0.22 -0.49 4.90
H -0.16 -2.97 5.98
H -0.64 -5.19 4.48
H -0.99 -4.85 0.47
H -0.51 -6.12 1.72
H -2.32 -5.53 1.55
H -1.06 -2.51 0.75
H -1.67 2.91 -1.39
H -4.19 1.97 -6.47
H -2.63 2.95 -6.35
H -4.27 3.58 -5.58
H 0.30 3.00 -2.75
H -0.04 1.65 -4.05
H 2.88 3.12 -1.71
H 5.41 2.20 -2.05
H 5.98 0.14 -3.58
H 3.86 -1.19 -4.84
H 1.42 -0.33 -4.50
O 0.49 -1.98 8.65
P 1.18 -3.36 8.54
O 0.11 -4.44 8.30
O 1.93 -3.66 9.85
O 2.17 -3.35 7.37
```

Values from the calculation:
- electronic energy (eV) = -147080.5624
- HOMO-LUMO gap (hartree) = 0.0349
- energy relative to the best compared isomer or geometry (same formula, charge and spin) (kcal per mole) = 266.95
- E_HOMO (Eh) = 0.1028
- LUMO (eV) = 3.7
- total charge = -3